Entry 1:
Here is the molecule C29H33N3O2S from the Open Molecules 2025 dataset. Energies are from wB97M-V/def2-TZVPD.

The geometry in XYZ format:
```
68
Properties=species:S:1:pos:R:3:forces:R:3:lowdin_charge:R:1
C -1.006 2.495 6.094 -0.2 -0.1 -0.5 -0.404
S -1.830 1.920 4.584 0.0 0.2 0.0 0.815
C -1.579 3.426 3.574 0.0 -0.2 0.4 -0.467
C -2.152 3.273 2.175 0.2 -0.2 0.0 -0.204
C -1.543 2.074 1.442 0.0 0.1 0.1 -0.250
N -2.036 2.016 0.081 -0.1 0.3 0.1 0.133
C -2.272 0.840 -0.544 0.0 0.2 0.1 -0.417
O -2.204 -0.230 0.041 0.0 -0.2 0.0 0.045
C -2.624 0.931 -1.988 -0.1 -0.1 -0.3 -0.128
C -3.178 2.070 -2.566 0.1 -0.1 0.1 -0.030
C -3.475 2.087 -3.917 0.0 0.1 -0.1 -0.077
C -3.218 0.976 -4.704 0.0 0.0 0.0 -0.079
C -2.682 -0.166 -4.133 0.0 0.0 0.0 -0.068
C -2.396 -0.191 -2.781 0.0 0.0 0.2 -0.028
C -0.018 2.252 1.364 -0.2 -0.2 0.1 -0.422
O 0.432 3.302 0.927 -0.1 0.3 -0.1 0.054
N 0.765 1.237 1.758 0.3 -0.1 0.0 -0.011
C 0.325 -0.072 2.217 -0.2 -0.5 0.2 -0.114
C 1.472 -1.087 2.042 -0.1 0.1 0.2 -0.141
N 2.168 -0.938 0.782 -0.1 -0.2 -0.2 -0.109
C 1.333 -1.281 -0.369 0.0 -0.1 0.0 -0.235
C 0.840 -2.710 -0.243 -0.2 0.0 0.1 -0.180
C 1.745 -3.758 -0.127 0.0 0.0 0.0 -0.027
C 1.298 -5.063 -0.039 0.1 0.0 0.0 -0.077
C -0.060 -5.339 -0.069 -0.1 -0.1 0.0 -0.095
C -0.966 -4.299 -0.173 -0.1 -0.2 0.0 -0.076
C -0.520 -2.991 -0.257 0.1 0.1 0.0 -0.027
C 2.101 -1.185 -1.668 0.0 0.2 -0.1 -0.184
C 3.457 -1.478 -1.740 0.0 0.0 0.0 -0.047
C 4.121 -1.434 -2.953 0.1 0.0 0.0 -0.075
C 3.438 -1.100 -4.110 0.0 0.0 -0.1 -0.094
C 2.088 -0.802 -4.046 0.0 0.0 -0.1 -0.078
C 1.426 -0.843 -2.833 0.0 0.0 0.1 -0.019
C 2.796 0.379 0.693 0.2 0.3 0.1 -0.133
C 2.203 1.394 1.681 0.3 0.1 -0.2 -0.110
H 0.031 2.732 5.873 0.1 0.0 0.1 0.034
H -1.059 1.682 6.811 0.0 0.0 0.1 0.027
H -1.523 3.368 6.483 0.0 0.0 0.1 0.032
H -2.067 4.251 4.096 0.1 0.1 -0.1 0.081
H -0.505 3.612 3.527 0.0 0.1 0.0 0.081
H -3.235 3.148 2.222 0.0 0.0 -0.1 0.121
H -1.920 4.181 1.613 -0.1 0.0 0.0 0.120
H -1.837 1.150 1.941 0.1 0.1 -0.1 0.112
H -1.891 2.852 -0.465 0.0 -0.1 -0.1 0.141
H -3.408 2.937 -1.963 0.0 0.1 0.0 0.111
H -3.910 2.971 -4.358 0.0 0.1 0.0 0.104
H -3.445 0.999 -5.759 0.0 0.0 -0.1 0.104
H -2.490 -1.039 -4.739 0.0 -0.1 0.0 0.107
H -1.995 -1.082 -2.319 0.0 -0.1 0.1 0.105
H 0.025 -0.024 3.271 0.0 -0.1 -0.1 0.101
H -0.531 -0.407 1.628 0.0 0.1 0.1 0.099
H 1.060 -2.095 2.103 0.0 0.1 0.1 0.125
H 2.210 -0.977 2.840 -0.1 -0.1 0.0 0.123
H 0.454 -0.618 -0.447 0.0 -0.1 0.0 0.139
H 2.801 -3.546 -0.098 0.1 0.0 0.0 0.108
H 2.011 -5.870 0.052 0.1 -0.1 0.0 0.101
H -0.408 -6.359 -0.005 0.0 -0.1 0.0 0.098
H -2.027 -4.503 -0.185 -0.1 0.0 0.0 0.103
H -1.237 -2.185 -0.308 0.0 0.1 0.0 0.080
H 3.994 -1.724 -0.837 0.1 0.0 0.1 0.110
H 5.176 -1.661 -2.995 0.1 0.0 0.0 0.102
H 3.958 -1.068 -5.057 0.0 0.0 -0.1 0.099
H 1.548 -0.534 -4.943 0.0 0.0 -0.1 0.101
H 0.373 -0.602 -2.790 -0.1 0.0 0.0 0.096
H 2.690 0.761 -0.324 0.0 0.0 0.1 0.126
H 3.868 0.274 0.903 0.0 0.2 -0.1 0.122
H 2.627 1.257 2.682 0.0 0.0 -0.1 0.126
H 2.411 2.412 1.348 0.0 -0.2 0.1 0.122
```
Positions in Å, forces in eV/Å.

The value obtained for the HOMO energy is -8.33 eV. The energy above the lowest of the compared OMol25 structures with the same formula, charge and spin comes out at 0.9 kcal/mol. The orbital gap is 8.933 eV.

Entry 2:
Here is a structure of composition C29H33N7OPt from the Open Molecules 2025 dataset. Energies are from wB97M-V/def2-TZVPD.

The geometry in XYZ format:
```
71
Properties=species:S:1:pos:R:3:forces:R:3:lowdin_charge:R:1
Pt 0.100 -0.033 0.022 -0.2 0.4 0.2 1.344
C -2.747 -0.325 -1.721 0.0 0.0 0.0 -0.103
N -1.783 0.745 -1.492 0.0 0.0 0.0 -0.111
C -1.244 1.387 -2.687 0.0 0.0 0.0 -0.107
C 0.070 2.012 -2.331 0.0 0.0 0.0 -0.292
N 0.723 1.724 -1.232 0.2 0.0 -0.1 0.037
C 1.922 2.443 -1.280 -0.1 0.0 0.1 -0.215
C 2.975 2.520 -0.372 0.0 0.0 0.0 -0.020
C 4.028 3.349 -0.699 0.0 0.0 0.0 -0.057
C 4.038 4.090 -1.893 0.0 0.0 0.0 -0.056
C 2.996 4.026 -2.794 0.0 0.0 0.0 0.007
C 1.941 3.186 -2.458 0.0 0.0 -0.1 -0.168
N 0.744 2.886 -3.103 0.0 0.0 0.0 0.194
C -2.711 -1.256 -0.547 0.0 0.0 0.0 -0.298
N -1.686 -1.343 0.268 -0.1 -0.2 0.0 0.027
C -1.980 -2.366 1.174 0.0 0.1 0.0 -0.220
C -1.240 -2.884 2.235 0.0 0.0 0.0 -0.008
C -1.814 -3.909 2.958 0.0 0.0 0.0 -0.058
C -3.088 -4.411 2.643 0.0 0.0 0.0 -0.056
C -3.827 -3.906 1.593 0.0 0.0 0.0 0.006
C -3.240 -2.875 0.867 -0.1 0.0 0.0 -0.173
N -3.678 -2.139 -0.231 0.0 -0.1 0.0 0.194
H -2.442 -0.880 -2.611 0.0 0.0 0.0 0.133
H -3.766 0.032 -1.896 0.0 0.0 0.0 0.141
H -2.160 1.440 -0.856 0.0 0.0 0.0 0.126
H -1.917 2.134 -3.120 0.0 0.0 0.0 0.142
H -1.073 0.621 -3.447 0.0 0.0 0.0 0.133
H 2.963 1.950 0.548 0.0 0.0 0.0 0.102
H 4.867 3.437 -0.022 0.0 0.0 0.0 0.114
H 4.883 4.730 -2.108 0.0 0.0 0.0 0.117
H 3.003 4.603 -3.709 0.0 0.0 0.0 0.123
H 0.428 3.265 -3.981 0.0 0.0 0.0 0.180
H -0.255 -2.503 2.467 0.0 0.0 0.0 0.097
H -1.270 -4.344 3.786 0.0 0.0 0.0 0.114
H -3.498 -5.216 3.237 0.0 0.0 0.0 0.117
H -4.806 -4.296 1.350 0.0 0.0 0.0 0.123
H -4.546 -2.266 -0.726 0.0 0.0 0.0 0.180
C 2.144 -2.238 -3.151 -0.1 0.0 0.0 -0.005
C 1.019 -2.464 -2.120 -0.1 -0.1 -0.1 -0.510
C -0.025 -3.454 -2.657 0.1 0.0 0.0 -0.012
O 0.397 -1.242 -1.948 0.1 -0.1 -0.2 -0.077
H 2.642 -3.195 -3.305 0.0 0.0 0.0 0.103
H 2.869 -1.512 -2.786 0.0 0.0 0.0 0.076
H 1.728 -1.888 -4.094 0.0 0.0 0.0 0.095
H 1.439 -2.828 -1.178 0.0 0.0 0.0 0.126
H -0.455 -3.086 -3.588 0.0 0.0 0.0 0.093
H -0.815 -3.610 -1.923 0.0 0.0 0.0 0.077
H 0.473 -4.405 -2.844 0.0 0.0 0.0 0.100
C 3.781 -1.430 2.745 0.0 0.0 0.0 -0.004
C 2.661 -0.840 3.343 0.0 0.0 0.0 -0.047
C 1.634 -0.374 2.557 0.1 -0.1 0.0 -0.105
C 1.666 -0.529 1.137 0.0 0.0 -0.1 -0.314
C 2.842 -1.102 0.564 0.0 0.0 0.1 -0.098
C 3.872 -1.551 1.351 0.0 0.0 0.0 -0.042
H 4.595 -1.781 3.366 0.0 0.0 0.0 0.125
H 2.615 -0.744 4.420 0.0 0.0 0.0 0.119
H 0.780 0.102 3.020 0.0 0.0 0.0 0.087
H 2.927 -1.175 -0.513 0.0 0.0 0.0 0.082
H 4.755 -1.991 0.906 0.0 0.0 0.0 0.121
C -2.738 2.434 4.409 0.0 0.0 0.0 0.017
N -1.810 2.297 3.288 0.0 0.0 0.1 -0.109
C -0.842 3.198 2.919 0.0 0.0 0.0 -0.028
C -0.211 2.664 1.838 0.0 0.0 0.0 -0.116
N -0.782 1.448 1.546 0.0 0.0 0.0 -0.077
C -1.735 1.257 2.441 0.0 0.0 0.0 -0.152
H -2.552 3.386 4.895 0.0 0.0 0.0 0.099
H -2.580 1.633 5.127 0.0 0.0 0.0 0.101
H -3.765 2.414 4.052 0.0 0.0 0.0 0.100
H -0.695 4.124 3.446 0.0 0.0 0.0 0.133
H 0.602 3.070 1.259 0.0 0.0 0.0 0.098
H -2.368 0.386 2.513 0.0 0.0 0.0 0.139
```
Positions in Å, forces in eV/Å.

As for the charge: +2. Its spin multiplicity is 5. The value obtained for the HOMO energy (alpha / beta) is -12.70 / -13.82 eV. The energy above the lowest of the compared OMol25 structures with the same formula, charge and spin comes out at 0.0 kcal/mol. The orbital gap (alpha / beta) is 8.336 / 5.718 eV. As for the expectation value of S²: 6.037.

Entry 3:
Here is a structure of composition C29H34AsN5O4ReS at a distorted geometry from the Open Molecules 2025 dataset. Energies are from wB97M-V/def2-TZVPD.

The geometry in XYZ format:
```
75
Properties=species:S:1:pos:R:3:forces:R:3:lowdin_charge:R:1
Re -0.664 0.736 0.284 3.1 2.2 0.5 1.433
O -4.168 1.430 -0.562 0.5 -0.1 0.2 -0.147
S -2.842 1.291 -0.110 -6.0 2.1 -0.7 0.334
O -2.292 2.260 0.861 1.0 -0.5 0.5 -0.293
O -1.786 1.340 -1.217 0.9 -0.1 -1.1 -0.436
O -2.505 -0.070 0.473 0.4 -0.8 0.4 -0.389
C 3.315 -3.892 -2.001 -0.1 0.0 0.1 -0.045
C 2.969 -3.506 -0.712 0.1 0.0 0.1 -0.061
C 1.910 -2.639 -0.510 -0.3 0.4 0.1 -0.128
C 1.173 -2.187 -1.603 0.1 0.4 0.3 -0.338
C 1.508 -2.583 -2.895 -0.4 0.4 -0.1 -0.077
C 2.589 -3.430 -3.087 0.0 0.0 0.0 -0.048
As -0.454 -1.155 -1.219 0.3 -2.9 -1.7 1.307
C -1.424 -0.997 -2.877 -0.6 -0.1 0.0 -0.310
C -1.157 -0.151 -3.933 0.0 0.2 -0.1 -0.095
C -2.028 -0.119 -5.019 0.1 -0.1 0.1 -0.045
C -3.152 -0.938 -5.036 0.2 0.2 0.0 -0.033
C -3.425 -1.791 -3.983 0.4 -0.1 0.5 0.015
C -2.564 -1.839 -2.880 0.4 0.8 -0.7 -0.170
C -2.721 -2.681 -1.704 0.2 -0.5 1.1 -0.176
C -3.763 -3.580 -1.462 0.5 0.4 -0.3 0.011
C -3.776 -4.325 -0.298 0.3 0.0 0.3 -0.037
C -2.763 -4.185 0.649 0.0 0.0 -0.1 -0.051
C -1.728 -3.278 0.439 0.0 0.0 0.1 -0.094
C -1.708 -2.540 -0.724 -0.6 0.0 -0.3 -0.300
H 4.150 -4.556 -2.158 0.1 -0.1 0.0 0.120
H 3.524 -3.887 0.132 0.1 0.0 0.1 0.115
H 1.629 -2.294 0.485 0.2 -0.2 0.0 0.086
H 0.927 -2.233 -3.743 0.1 -0.1 0.1 0.107
H 2.857 -3.735 -4.087 0.0 0.0 -0.1 0.120
H -0.287 0.494 -3.902 0.0 0.0 -0.1 0.109
H -1.833 0.550 -5.844 0.0 0.0 0.0 0.116
H -3.819 -0.905 -5.883 -0.1 0.0 -0.1 0.120
H -4.301 -2.420 -4.020 -0.1 -0.1 0.0 0.119
H -4.559 -3.694 -2.183 -0.1 0.0 -0.1 0.119
H -4.581 -5.019 -0.118 -0.1 -0.1 0.0 0.119
H -2.787 -4.770 1.556 0.0 0.0 0.0 0.112
H -0.955 -3.130 1.184 0.0 -0.2 0.1 0.097
C 1.057 -1.556 4.793 0.0 0.0 -0.2 -0.005
C 0.208 -0.287 4.598 0.0 -0.4 0.9 -0.568
C 0.903 0.933 5.236 0.1 0.2 -0.2 -0.002
C -1.196 -0.485 5.193 -0.2 0.1 -0.2 -0.001
C 0.079 -0.013 3.199 0.3 0.3 -0.9 -0.004
N 0.030 0.242 2.066 0.3 -0.7 1.4 0.062
H 1.212 -1.712 5.858 0.0 0.1 0.0 0.110
H 2.026 -1.457 4.312 0.1 0.0 0.0 0.097
H 0.547 -2.429 4.393 0.0 -0.1 0.0 0.096
H 0.979 0.769 6.309 0.0 -0.1 0.0 0.111
H 0.330 1.841 5.069 -0.1 0.1 0.0 0.100
H 1.904 1.061 4.832 0.1 0.0 0.0 0.097
H -1.094 -0.652 6.261 0.1 0.0 0.1 0.110
H -1.685 -1.350 4.753 -0.1 -0.1 0.0 0.099
H -1.819 0.390 5.036 -0.1 0.1 0.0 0.102
C 0.921 3.220 1.251 0.0 0.3 0.6 -0.172
N 0.850 2.353 0.012 -0.8 -1.6 0.1 -0.214
C 2.270 1.997 -0.359 0.4 -0.2 -0.2 -0.155
N 3.065 3.175 -0.539 0.8 -0.6 -0.1 -0.082
C 3.109 3.951 0.693 0.0 -0.1 0.0 -0.131
N 1.755 4.363 1.040 -0.1 0.3 0.7 -0.076
C 1.221 5.191 -0.034 -0.2 0.0 0.0 -0.124
N 1.178 4.395 -1.252 -0.4 0.4 -0.6 -0.073
C 0.335 3.256 -1.082 -0.4 0.7 -0.8 -0.174
C 2.528 3.991 -1.618 -0.1 -0.1 0.0 -0.129
H 1.324 2.609 2.064 0.0 0.0 -0.1 0.117
H -0.097 3.536 1.498 0.1 0.0 0.0 0.131
H 2.247 1.410 -1.284 -0.1 0.1 0.1 0.135
H 2.687 1.383 0.444 -0.1 0.0 0.0 0.133
H 3.739 4.832 0.554 -0.1 -0.1 0.0 0.146
H 3.524 3.340 1.497 0.0 0.0 0.0 0.138
H 1.863 6.061 -0.184 -0.1 -0.1 0.0 0.146
H 0.216 5.531 0.224 0.0 0.0 0.0 0.145
H 0.286 2.683 -2.012 0.0 0.0 0.2 0.132
H -0.675 3.571 -0.806 0.1 0.0 0.0 0.128
H 3.150 4.874 -1.765 0.0 -0.1 0.0 0.145
H 2.507 3.411 -2.543 0.0 0.0 0.0 0.141
```
Positions in Å, forces in eV/Å.

As for the charge: +2. Its spin multiplicity is 2. The value obtained for the HOMO energy (alpha / beta) is -13.39 / -13.39 eV. The energy above the lowest of the compared OMol25 structures with the same formula, charge and spin comes out at 23.4 kcal/mol. The orbital gap (alpha / beta) is 3.798 / 4.167 eV. As for the expectation value of S²: 0.756.

Entry 4:
Here is a structure of composition C29H34AuBN8 from the Open Molecules 2025 dataset. Energies are from wB97M-V/def2-TZVPD.

The geometry in XYZ format:
```
73
Properties=species:S:1:pos:R:3:forces:R:3:lowdin_charge:R:1
Au 0.506 -0.466 0.254 -0.3 0.0 -0.1 1.451
C -3.681 -1.358 -2.500 0.0 0.0 0.0 -0.045
C -2.545 -1.186 -3.314 0.0 0.0 0.0 -0.175
N -1.446 -1.621 -2.725 0.0 -0.1 -0.1 0.072
N -1.847 -2.099 -1.519 0.1 0.2 0.2 -0.082
C -3.190 -1.958 -1.369 0.0 0.0 0.0 -0.088
B -0.984 -3.143 -0.819 -0.2 0.0 -0.2 -0.534
N -0.958 -2.944 0.732 0.0 -0.2 0.1 -0.001
C -1.411 -3.796 1.653 0.0 0.0 0.0 -0.018
C -0.941 -3.420 2.902 0.0 0.0 0.0 0.005
C -0.165 -2.302 2.668 0.1 -0.1 0.0 -0.086
N -0.183 -2.025 1.354 0.0 0.2 -0.2 -0.091
N 0.475 -2.984 -1.277 0.0 0.0 0.0 -0.015
C 1.250 -3.856 -1.914 0.0 0.0 0.0 -0.004
C 2.522 -3.319 -2.051 0.0 0.0 0.0 0.005
C 2.450 -2.078 -1.453 0.0 0.0 -0.1 -0.087
N 1.193 -1.872 -1.020 0.1 0.1 0.1 -0.098
H -4.704 -1.112 -2.727 0.0 0.0 0.0 0.102
H -2.489 -0.772 -4.309 0.0 0.0 0.0 0.109
H -3.695 -2.334 -0.493 0.0 0.0 0.0 0.122
H -1.354 -4.261 -1.027 0.1 0.0 0.1 0.132
H -2.030 -4.625 1.353 0.0 0.0 0.0 0.145
H -1.119 -3.903 3.846 0.0 0.0 0.0 0.120
H 0.414 -1.720 3.363 0.0 0.0 0.0 0.111
H 0.844 -4.801 -2.232 0.0 0.0 0.0 0.148
H 3.380 -3.770 -2.518 0.0 0.0 0.0 0.120
H 3.220 -1.341 -1.329 0.0 0.1 0.0 0.097
C -2.885 0.715 2.161 0.0 0.0 0.0 -0.009
C -1.810 0.617 3.208 0.0 -0.2 0.0 -0.212
C -2.131 0.363 4.539 0.0 0.0 0.0 -0.008
C -1.141 0.247 5.501 0.0 0.0 0.0 -0.025
C 0.199 0.376 5.158 0.0 0.0 0.0 -0.019
C 0.571 0.626 3.844 0.0 0.2 0.0 -0.249
C 2.015 0.769 3.449 0.0 0.0 0.0 -0.018
C -0.458 0.749 2.906 -0.1 0.0 0.1 -0.257
N -0.070 1.014 1.544 0.0 0.0 0.0 0.009
C 0.018 2.217 1.105 0.2 0.0 0.1 -0.202
C -0.312 3.427 1.897 0.0 0.0 0.0 0.047
C 0.539 2.347 -0.291 -0.1 0.0 -0.1 -0.209
C 0.649 3.689 -0.915 0.0 0.0 0.0 0.039
N 0.871 1.245 -0.860 0.0 -0.2 0.2 0.022
C 1.251 1.211 -2.243 0.1 0.0 -0.1 -0.223
C 0.261 1.383 -3.212 0.0 -0.1 0.0 -0.200
C -1.172 1.687 -2.876 0.0 0.1 0.0 -0.026
C 0.674 1.312 -4.538 0.0 -0.1 0.0 -0.006
C 1.999 1.078 -4.863 0.0 0.0 0.0 -0.022
C 2.964 0.964 -3.870 0.0 0.1 0.0 -0.013
C 2.609 1.058 -2.535 0.0 0.1 0.0 -0.230
C 3.645 1.162 -1.448 0.0 0.0 0.0 -0.035
H -3.698 0.030 2.395 0.0 0.0 0.0 0.095
H -2.525 0.467 1.161 0.0 0.0 0.0 0.061
H -3.314 1.719 2.127 0.0 0.0 0.0 0.098
H -3.171 0.251 4.816 0.0 0.0 0.0 0.130
H -1.414 0.053 6.530 0.0 0.0 0.0 0.124
H 0.965 0.282 5.916 0.0 0.0 0.0 0.128
H 2.662 0.643 4.315 0.0 0.0 0.0 0.096
H 2.226 1.751 3.021 0.0 0.0 0.0 0.086
H 2.315 0.016 2.712 0.0 0.0 0.0 0.070
H -0.599 3.181 2.914 0.0 0.0 0.0 0.105
H -1.129 3.967 1.410 0.0 0.0 0.0 0.123
H 0.547 4.101 1.912 0.0 0.0 0.0 0.115
H 1.223 4.346 -0.258 0.0 0.0 0.0 0.112
H -0.343 4.134 -1.023 0.0 0.0 0.0 0.119
H 1.125 3.641 -1.889 0.0 0.0 0.0 0.108
H -1.475 1.317 -1.895 0.0 0.0 0.0 0.072
H -1.836 1.229 -3.601 0.0 0.1 0.0 0.066
H -1.355 2.765 -2.914 0.0 0.0 0.0 0.095
H -0.061 1.436 -5.322 0.0 0.0 0.0 0.130
H 2.293 1.018 -5.903 0.0 0.0 0.0 0.123
H 4.006 0.843 -4.136 0.0 0.0 0.0 0.127
H 4.616 0.814 -1.795 0.0 0.0 0.0 0.097
H 3.378 0.606 -0.546 0.0 -0.1 0.1 0.053
H 3.766 2.203 -1.137 0.0 0.0 0.0 0.096
```
Positions in Å, forces in eV/Å.

As for the charge: +2. The value obtained for the HOMO energy is -13.84 eV. The energy above the lowest of the compared OMol25 structures with the same formula, charge and spin comes out at 0.0 kcal/mol. The orbital gap is 6.044 eV.